Record 1
This record from the OMol25 dataset describes C27H45AuClF5P as an isolated structure in a non-equilibrium geometry. The level of theory is ωB97M-V with the def2-TZVPD basis set.

Values from the calculation:
Energy ... -2492.311231 a.u.
Largest force on an atom ... 2.710 eV Å⁻¹
2S+1 ... 3
Total charge ... -1
Kohn-Sham gap (spin up / spin down) ... 4.39 / 6.99 eV
⟨S²⟩ ... 2.01

Last column: Löwdin charge in e.
Atoms and positions in Å:
1 Au 1.239 -4.034 1.119  0.426
2 P -0.325 0.262 -0.600  1.105
3 Cl -0.153 -3.465 -0.585  -0.090
4 C 1.659 0.646 -0.177  -0.258
5 H 1.962 1.424 -0.904  0.057
6 H 1.997 -0.380 -0.454  0.077
7 C -1.766 -0.825 0.103  -0.448
8 C -0.561 -0.033 -2.484  -0.365
9 C -3.221 -0.359 -0.008  -0.223
10 H -1.653 -1.719 -0.534  -0.007
11 C -4.192 -1.483 0.396  -0.198
12 H -3.383 0.502 0.654  0.092
13 H -3.469 -0.026 -1.023  0.080
14 C -3.876 -2.081 1.774  -0.212
15 H -5.219 -1.091 0.391  0.100
16 H -4.147 -2.285 -0.355  0.114
17 C -2.398 -2.434 1.940  -0.222
18 H -4.160 -1.359 2.550  0.105
19 H -4.489 -2.974 1.938  0.100
20 C -1.483 -1.273 1.536  -0.269
21 H -2.182 -2.718 2.977  0.107
22 H -2.144 -3.293 1.306  0.067
23 H -1.625 -0.431 2.230  0.102
24 H -0.452 -1.632 1.603  0.036
25 C -0.811 1.986 -0.213  -0.424
26 C 0.242 1.001 -3.280  -0.218
27 H -0.076 -1.025 -2.553  0.099
28 C 0.285 0.728 -4.795  -0.203
29 H -0.206 1.995 -3.125  0.102
30 H 1.270 1.056 -2.905  0.092
31 C -1.095 0.512 -5.422  -0.216
32 H 0.789 1.566 -5.290  0.103
33 H 0.904 -0.162 -4.974  0.114
34 C -1.951 -0.474 -4.619  -0.200
35 H -1.616 1.478 -5.495  0.107
36 H -0.976 0.146 -6.450  0.102
37 C -1.975 -0.204 -3.101  -0.198
38 H -2.976 -0.456 -5.010  0.104
39 H -1.572 -1.491 -4.792  0.115
40 H -2.570 0.707 -2.923  0.097
41 H -2.509 -1.038 -2.623  0.103
42 C -0.968 2.079 1.311  -0.210
43 H 0.083 2.565 -0.494  0.108
44 C -0.929 3.549 1.738  -0.198
45 H -1.925 1.626 1.618  0.103
46 H -0.171 1.520 1.826  0.084
47 C -1.985 4.372 0.994  -0.206
48 H -1.078 3.603 2.823  0.108
49 H 0.078 3.938 1.525  0.112
50 C -1.979 4.156 -0.526  -0.199
51 H -2.974 4.099 1.384  0.111
52 H -1.831 5.432 1.212  0.100
53 C -1.987 2.666 -0.921  -0.195
54 H -2.834 4.663 -0.988  0.103
55 H -1.069 4.607 -0.949  0.111
56 H -2.941 2.200 -0.629  0.101
57 H -1.906 2.566 -2.013  0.088
58 C 1.844 -0.119 2.299  -0.033
59 C 2.244 0.871 1.182  -0.369
60 H 0.802 -0.414 2.335  0.058
61 C 3.809 1.171 1.299  -0.153
62 H 1.867 1.851 1.537  0.105
63 C 4.705 0.152 2.005  -0.209
64 H 4.258 1.422 0.329  0.101
65 H 3.843 2.085 1.900  0.098
66 C 4.185 -0.276 3.388  -0.197
67 H 4.815 -0.757 1.387  0.098
68 H 5.708 0.574 2.153  0.102
69 C 2.703 -0.700 3.307  -0.226
70 H 4.779 -1.134 3.737  0.099
71 H 4.327 0.521 4.143  0.104
72 H 2.694 -1.787 3.114  0.090
73 H 2.263 -0.557 4.302  0.109
74 F 3.377 -4.853 -0.549  -0.020
75 C 3.176 -4.883 0.817  -0.542
76 F 3.148 -6.187 1.218  -0.015
77 C 4.387 -4.141 1.454  -0.573
78 F 5.481 -4.937 1.397  0.109
79 F 4.657 -3.006 0.753  0.099
80 F 4.228 -3.805 2.760  0.090

=====

Record 2
This record from the OMol25 dataset describes C32H35BiGeN3O2S4Sb as an isolated structure in a non-equilibrium geometry. The level of theory is ωB97M-V with the def2-TZVPD basis set.

Values from the calculation:
Energy ... -5679.820535 a.u.
Largest force on an atom ... 2.264 eV Å⁻¹
2S+1 ... 2
Total charge ... -1
Kohn-Sham gap (spin up / spin down) ... 6.55 / 5.30 eV
⟨S²⟩ ... 0.76

Last column: Löwdin charge in e.
Atoms and positions in Å:
1 Bi 0.725 0.648 0.522  1.042
2 S 3.078 3.788 3.181  -0.263
3 Sb 2.853 1.540 2.880  -0.129
4 S 0.496 0.871 3.011  -0.062
5 S 3.196 0.843 0.541  -0.070
6 S 3.974 0.106 4.246  -0.205
7 C 0.633 1.521 -4.204  -0.018
8 C 0.646 1.911 -2.734  -0.372
9 O 0.661 0.955 -1.945  -0.149
10 C 0.634 3.306 -2.394  -0.094
11 C 0.594 4.259 -3.436  -0.060
12 C 0.571 5.606 -3.207  -0.117
13 C 0.621 6.082 -1.890  -0.092
14 C 0.669 5.206 -0.849  -0.012
15 C 0.656 3.789 -1.039  -0.339
16 O 0.635 3.062 0.007  -0.262
17 H 0.633 0.434 -4.249  0.078
18 H 1.521 1.899 -4.704  0.087
19 H -0.257 1.902 -4.699  0.083
20 H 0.576 3.924 -4.460  0.094
21 H 0.526 6.298 -4.036  0.089
22 H 0.622 7.148 -1.707  0.100
23 H 0.722 5.550 0.175  0.117
24 C -3.945 4.086 1.612  -0.159
25 C -2.495 4.244 1.178  -0.182
26 N -1.898 2.934 1.110  0.079
27 C -2.542 1.864 0.589  -0.374
28 N -1.838 0.842 0.234  -0.046
29 C -2.469 -0.337 -0.290  -0.251
30 C -3.883 -0.517 0.248  -0.149
31 C -4.644 0.777 0.001  -0.167
32 N -3.916 1.897 0.553  -0.051
33 C -4.635 3.149 0.630  -0.169
34 H -4.454 5.049 1.641  0.111
35 H -3.969 3.642 2.608  0.121
36 H -1.931 4.835 1.904  0.128
37 H -2.438 4.756 0.202  0.122
38 H -0.888 2.926 0.973  0.060
39 H -1.856 -1.195 -0.008  0.047
40 H -2.482 -0.273 -1.388  0.118
41 H -3.821 -0.719 1.318  0.121
42 H -4.383 -1.353 -0.242  0.113
43 H -5.630 0.748 0.483  0.119
44 H -4.803 0.909 -1.083  0.127
45 H -5.658 2.931 0.963  0.118
46 H -4.697 3.622 -0.366  0.128
47 C 0.062 -2.577 -1.718  -0.244
48 Ge 0.808 -2.057 0.103  0.891
49 C -0.528 -2.794 1.428  -0.317
50 C -0.433 -2.434 2.769  -0.150
51 C -1.390 -2.820 3.690  -0.082
52 C -2.472 -3.583 3.286  -0.104
53 C -2.581 -3.959 1.958  -0.107
54 C -1.619 -3.568 1.042  -0.138
55 C 2.580 -2.918 0.557  -0.239
56 C 3.107 -2.495 1.756  -0.161
57 C 4.420 -2.778 2.151  -0.081
58 C 5.246 -3.465 1.307  -0.029
59 C 4.754 -3.957 0.083  -0.171
60 C 5.580 -4.708 -0.780  -0.048
61 C 5.089 -5.258 -1.927  -0.103
62 C 3.739 -5.078 -2.259  -0.094
63 C 2.925 -4.317 -1.466  -0.047
64 C 3.401 -3.713 -0.287  -0.178
65 H -0.216 -3.628 -1.755  0.007
66 H 0.801 -2.380 -2.488  0.009
67 H -0.818 -1.980 -1.939  -0.008
68 H 0.388 -1.820 3.110  0.027
69 H -1.294 -2.508 4.720  0.105
70 H -3.230 -3.879 4.002  0.095
71 H -3.426 -4.556 1.634  0.095
72 H -1.723 -3.870 0.007  0.087
73 H 2.506 -1.908 2.439  0.050
74 H 4.757 -2.382 3.099  0.055
75 H 6.282 -3.656 1.554  0.108
76 H 6.618 -4.849 -0.508  0.106
77 H 5.731 -5.832 -2.583  0.094
78 H 3.344 -5.557 -3.143  0.095
79 H 1.889 -4.182 -1.721  0.066